# 1
This record from OMol25 describes a molecular structure, C25H57IrN3O2P2 in a non-equilibrium geometry. The level of theory is ωB97M-V/def2-TZVPD.

Geometry (Å):
Ir 0.843 -0.159 -1.751
C 1.561 -0.325 -3.479
O 2.021 -0.422 -4.544
C 1.068 1.456 -0.831
O 1.216 2.445 -0.222
P -1.400 0.469 -2.410
C -2.598 1.147 -1.156
H -3.497 1.353 -1.762
C -1.338 1.781 -3.741
H -0.454 2.357 -3.415
C -2.386 -0.981 -3.016
H -2.582 -1.543 -2.088
C 2.800 -2.974 -0.835
P 2.566 -1.183 -0.407
H 3.477 -1.600 1.747
H 1.879 -3.415 -0.426
C 4.261 -0.421 -0.634
H 4.949 -1.215 -0.310
C -1.065 1.224 -5.135
H -1.911 0.641 -5.523
H -0.154 0.620 -5.188
H -0.928 2.079 -5.811
C -2.536 2.729 -3.802
H -2.282 3.517 -4.522
H -2.765 3.218 -2.852
H -3.439 2.227 -4.171
C -3.736 -0.599 -3.629
H -4.380 -0.033 -2.945
H -4.266 -1.532 -3.865
H -3.633 -0.039 -4.567
C -1.585 -1.896 -3.940
H -2.234 -2.721 -4.262
H -0.726 -2.327 -3.414
H -1.228 -1.373 -4.836
C -3.002 0.100 -0.106
H -3.827 -0.529 -0.474
H -3.363 0.594 0.809
H -2.169 -0.571 0.153
C -2.160 2.483 -0.535
H -1.736 2.351 0.471
H -3.046 3.128 -0.424
H -1.417 3.030 -1.129
C 4.004 -3.632 -0.156
H 3.990 -3.558 0.937
H 4.957 -3.227 -0.524
H 3.984 -4.701 -0.412
C 2.811 -3.264 -2.333
H 3.680 -2.828 -2.843
C 2.085 -0.015 2.171
H 1.899 -2.911 -2.827
H 2.862 -4.354 -2.463
C 1.513 -2.454 1.923
H 1.030 0.002 2.476
H 2.684 0.058 3.092
H 2.265 0.886 1.574
C 2.444 -1.326 1.456
H 1.338 -2.360 3.003
H 1.930 -3.454 1.760
H 0.543 -2.402 1.411
C 4.501 0.817 0.228
H 3.744 1.594 0.042
H 5.479 1.240 -0.041
H 4.520 0.595 1.301
C 4.551 -0.076 -2.092
H 4.430 -0.921 -2.780
H 5.594 0.265 -2.165
H 3.908 0.748 -2.436
H -1.407 0.567 2.140
H -0.013 -1.362 -0.900
C -0.858 3.464 4.283
N -1.420 2.224 4.809
C -2.237 2.339 6.017
C -1.422 1.144 4.032
N -0.949 1.225 2.761
N -1.865 -0.069 4.418
C -1.825 -0.520 5.806
C -1.960 -1.148 3.432
H -0.873 4.207 5.080
H -1.439 3.857 3.432
H 0.185 3.322 3.969
H -3.202 1.827 5.917
H -1.704 1.948 6.893
H -2.440 3.400 6.189
H -0.657 2.108 2.347
H -2.754 -0.267 6.333
H -1.744 -1.617 5.798
H -0.955 -0.107 6.336
H -2.656 -0.899 2.617
H -0.972 -1.436 3.026
H -2.375 -2.023 3.943

Summary:
2S+1	6
HOMO-LUMO gap (spin up / spin down)	4.51 / 4.01	eV
total charge	+4
energy relative to the best compared isomer or geometry (same formula, charge and spin)	0.00	kcal per mole
total energy	-2086.81067	Ha
lowest unoccupied orbital energy (spin up / spin down)	-11.3 / -16.3	eV
<S²>	8.803

# 2
This record from OMol25 describes a molecular structure, C33H44As2IrN6OSe2 in a non-equilibrium geometry. The level of theory is ωB97M-V/def2-TZVPD.

Geometry (Å):
Ir 0.418 0.443 -0.319
C 1.060 -2.020 3.333
As 0.703 -1.816 1.416
C 1.965 -3.170 0.775
C -0.922 -2.843 1.116
C -1.338 -3.792 2.044
C -2.414 -4.621 1.768
C -3.081 -4.501 0.560
C -2.673 -3.552 -0.365
C -1.593 -2.716 -0.094
As -0.954 -1.481 -1.480
C -2.578 -1.320 -2.587
C -0.044 -2.799 -2.579
H 1.244 -3.070 3.559
H 0.234 -1.655 3.942
H 1.956 -1.456 3.593
H 1.549 -4.153 0.996
H 2.919 -3.062 1.286
H 2.124 -3.089 -0.298
H -0.814 -3.906 2.984
H -2.720 -5.368 2.487
H -3.914 -5.150 0.330
H -3.195 -3.488 -1.311
H -2.655 -2.224 -3.191
H -2.517 -0.480 -3.277
H -3.486 -1.222 -1.993
H -0.653 -3.703 -2.560
H 0.949 -3.030 -2.204
H 0.040 -2.429 -3.599
Se 3.215 2.478 -1.108
Se 1.277 4.507 -1.261
C 0.276 3.350 -2.383
C -0.151 3.884 -3.598
C -0.916 3.107 -4.449
C -1.253 1.829 -4.041
C -0.791 1.379 -2.817
N -0.026 2.092 -1.988
C 2.923 2.378 0.759
C 3.634 3.199 1.630
C 3.387 3.108 2.989
C 2.451 2.176 3.431
C 1.774 1.419 2.495
N 1.998 1.510 1.178
H 0.136 4.888 -3.877
H -1.244 3.493 -5.404
H -1.861 1.182 -4.655
H -1.041 0.389 -2.480
H 4.366 3.888 1.235
H 3.894 3.757 3.689
H 2.242 2.045 4.482
H 1.002 0.725 2.805
C 5.825 -1.078 -1.759
N 4.391 -0.872 -1.832
C 3.661 -0.748 -3.073
C 2.254 -0.486 -2.573
O 1.246 -0.350 -3.229
N 2.287 -0.444 -1.195
C 3.561 -0.675 -0.813
N 3.942 -0.751 0.463
H 6.180 -1.398 -2.735
H 6.072 -1.855 -1.034
H 6.340 -0.152 -1.495
H 3.715 -1.656 -3.679
H 4.022 0.084 -3.684
H 3.290 -0.458 1.171
H 4.917 -0.839 0.700
C -5.019 1.309 1.811
N -4.232 0.564 0.796
C -3.975 1.422 -0.383
C -2.948 -0.047 1.335
C -1.961 1.019 1.725
C -2.164 1.669 2.946
C -1.525 2.855 3.255
C -0.738 3.451 2.281
C -0.467 2.757 1.113
C -0.959 1.475 0.839
H -5.991 1.572 1.399
H -4.502 2.224 2.087
H -5.174 0.700 2.699
H -4.813 -0.223 0.499
H -3.317 2.239 -0.098
H -4.911 1.836 -0.754
H -3.493 0.849 -1.173
H -2.538 -0.664 0.538
H -3.219 -0.676 2.184
H -2.843 1.234 3.668
H -1.678 3.330 4.213
H -0.308 4.430 2.442
H 0.168 3.241 0.383

Summary:
HOMO-LUMO gap	6.54	eV
total charge	+3
energy relative to the best compared isomer or geometry (same formula, charge and spin)	60.87	kcal per mole
total energy	-11065.49225	Ha
lowest unoccupied orbital energy	-9.2	eV

# 3
This record from OMol25 describes a molecular structure, C3H5FN2 in a non-equilibrium geometry. The level of theory is ωB97M-V/def2-TZVPD.

Geometry (Å):
C -0.227 -0.175 -0.134
C 0.449 0.771 0.606
C -1.024 0.135 -1.359
N 1.240 0.462 1.642
N 1.683 -0.477 2.237
F 1.429 -1.884 1.470
H -0.213 -1.256 0.137
H 0.456 1.713 0.287
H -0.730 1.066 -1.690
H -1.077 -0.530 -2.222
H -1.987 0.177 -0.974

Summary:
HOMO-LUMO gap	9.50	eV
energy relative to the best compared isomer or geometry (same formula, charge and spin)	75.51	kcal per mole
total energy	-326.54974	Ha
lowest unoccupied orbital energy	-0.5	eV

# 4
This record from OMol25 describes 5 unconnected molecules or ions with the total composition C28H72NO17P4S in a non-equilibrium geometry. The level of theory is ωB97M-V/def2-TZVPD.

Geometry (Å):
C -2.144 -0.189 4.911
O -2.492 -0.187 3.531
C -3.597 -0.955 3.149
C -4.919 -0.169 3.177
C -5.511 0.031 4.577
N -6.854 -0.682 4.725
S -6.649 -2.166 5.693
H -2.713 -0.935 5.474
H -1.085 -0.429 4.997
H -2.321 0.800 5.340
H -3.698 -1.888 3.720
H -3.436 -1.231 2.104
H -5.619 -0.706 2.529
H -4.725 0.814 2.749
H -5.701 1.078 4.806
H -4.867 -0.365 5.360
H -7.212 -0.923 3.799
H -7.546 -0.074 5.166
H -7.937 -2.547 5.632
O -1.849 -1.354 -3.539
P -1.583 -2.382 -2.525
O -0.171 -3.058 -2.909
C 0.916 -2.305 -3.458
C 1.855 -1.767 -2.399
O -2.568 -3.611 -2.782
C -3.682 -3.488 -3.678
C -3.319 -3.929 -5.082
O -1.550 -2.573 -0.950
C -0.813 -1.723 -0.049
C -0.981 -0.245 -0.324
H 0.533 -1.495 -4.081
H 1.449 -2.994 -4.113
H 1.375 -0.993 -1.795
H 2.731 -1.320 -2.870
H 2.186 -2.566 -1.733
H -4.058 -2.466 -3.680
H -4.465 -4.130 -3.271
H -2.361 -3.506 -5.383
H -4.084 -3.609 -5.789
H -3.234 -5.014 -5.137
H 0.240 -2.010 -0.059
H -1.193 -1.964 0.945
H -0.777 0.004 -1.366
H -0.296 0.339 0.290
H -2.001 0.078 -0.107
O 0.755 2.425 -0.945
P 0.547 3.660 -1.713
O -0.500 4.652 -1.043
C -0.653 4.735 0.379
C 0.244 5.796 0.980
O -0.189 3.379 -3.090
C -0.491 2.038 -3.495
C -1.874 1.602 -3.062
O 1.687 4.572 -2.301
C 2.756 5.157 -1.527
C 3.430 4.192 -0.573
H -0.464 3.761 0.835
H -1.700 4.982 0.554
H 1.294 5.511 0.893
H 0.029 5.937 2.039
H 0.110 6.748 0.465
H 0.264 1.354 -3.101
H -0.410 2.021 -4.582
H -2.061 1.894 -2.026
H -1.938 0.510 -3.163
H -2.648 2.067 -3.675
H 2.372 6.037 -1.007
H 3.473 5.516 -2.263
H 2.709 3.673 0.059
H 4.121 4.736 0.073
H 3.989 3.434 -1.121
O 3.674 9.823 4.617
P 3.651 8.373 4.421
O 5.074 7.679 4.523
C 6.106 8.196 5.378
C 6.081 7.568 6.754
O 3.284 7.993 2.919
C 2.963 9.009 1.965
C 4.191 9.445 1.189
O 2.634 7.380 5.107
C 2.459 7.270 6.534
C 2.325 8.601 7.247
H 6.027 9.282 5.443
H 7.046 7.966 4.879
H 5.192 7.869 7.311
H 6.953 7.885 7.327
H 6.086 6.479 6.683
H 2.493 9.863 2.453
H 2.227 8.571 1.289
H 5.033 9.606 1.862
H 3.993 10.369 0.645
H 4.485 8.681 0.469
H 3.275 6.673 6.945
H 1.549 6.687 6.664
H 3.134 9.285 6.990
H 2.340 8.445 8.326
H 1.390 9.092 6.980
O 0.742 -8.369 -4.286
P -0.120 -9.395 -3.695
O -1.247 -9.934 -4.678
C -1.041 -9.995 -6.097
C -0.494 -11.334 -6.542
O -1.040 -8.799 -2.544
C -0.926 -7.428 -2.147
C -1.895 -6.540 -2.898
O 0.382 -10.652 -2.887
C 1.317 -11.624 -3.398
C 2.536 -11.019 -4.066
H -0.388 -9.181 -6.415
H -2.019 -9.824 -6.545
H 0.526 -11.483 -6.185
H -0.476 -11.389 -7.630
H -1.110 -12.150 -6.160
H 0.098 -7.077 -2.283
H -1.141 -7.406 -1.078
H -1.892 -6.774 -3.963
H -1.644 -5.491 -2.768
H -2.914 -6.691 -2.534
H 0.787 -12.305 -4.066
H 1.620 -12.208 -2.531
H 2.263 -10.282 -4.822
H 3.118 -11.805 -4.549
H 3.169 -10.516 -3.336

Summary:
HOMO-LUMO gap	6.97	eV
total charge	+1
total energy	-4207.58640	Ha
lowest unoccupied orbital energy	-4.4	eV

# 5
This record from OMol25 describes a molecular structure, C4H4CuLiO2 in a non-equilibrium geometry. The level of theory is ωB97M-V/def2-TZVPD.

Geometry (Å):
H 3.224 0.378 3.514
C 3.993 -0.436 -0.572
C 2.983 -1.143 0.007
C 1.834 -0.459 0.608
C 0.631 -0.961 0.760
O -0.425 -1.475 0.938
O 5.090 -0.913 -1.054
Li 6.343 -1.920 -1.646
Cu -2.044 -2.733 2.334
H 3.861 0.664 -0.633
H 3.000 -2.236 0.002
H 1.848 0.635 0.692

Summary:
2S+1	2
HOMO-LUMO gap	3.63	eV
total charge	+1
energy relative to the best compared isomer or geometry (same formula, charge and spin)	39.65	kcal per mole
total energy	-1952.87249	Ha
lowest unoccupied orbital energy	-6.0	eV
<S²>	0.750

# 6
This record from OMol25 describes a molecular structure, C23H37N2O2P3Pd in a non-equilibrium geometry. The level of theory is ωB97M-V/def2-TZVPD.

Geometry (Å):
P 3.486 -0.486 0.324
C 4.123 -0.677 1.982
H 5.222 -0.688 1.996
H 3.780 -1.619 2.429
H 3.783 0.146 2.619
C 3.317 -2.065 -0.536
H 3.309 -1.884 -1.624
H 2.387 -2.568 -0.225
H 4.174 -2.713 -0.287
C 4.453 0.648 -0.677
H 5.468 0.237 -0.794
H 4.522 1.630 -0.184
H 4.006 0.764 -1.677
P -0.734 2.904 -0.694
C -0.613 3.275 1.081
H -1.014 4.279 1.263
H 0.433 3.252 1.400
H -1.178 2.546 1.671
C 0.211 4.209 -1.550
H 0.169 4.070 -2.639
H 1.257 4.150 -1.221
H -0.180 5.204 -1.301
C -2.492 3.167 -1.126
H -2.741 4.235 -1.161
H -3.122 2.684 -0.368
H -2.705 2.723 -2.109
P -2.569 -2.339 0.313
C -3.263 -2.648 1.928
H -3.808 -3.600 1.939
H -3.962 -1.839 2.178
H -2.459 -2.671 2.674
C -3.748 -2.381 -1.033
H -4.412 -3.247 -0.885
H -3.238 -2.483 -2.003
H -4.353 -1.461 -1.038
C -1.175 -3.439 0.014
H -1.542 -4.476 -0.053
H -0.460 -3.382 0.849
H -0.664 -3.181 -0.927
Pd -0.100 0.314 -2.025
C 1.780 0.141 0.577
O 0.804 0.291 1.225
C -1.986 -0.620 0.533
O -1.841 0.400 1.097
C -1.370 -0.028 -3.648
C -0.749 -1.221 -3.289
C 0.639 -1.285 -3.157
C 1.401 -0.144 -3.410
C 0.781 1.050 -3.772
C -0.614 1.129 -3.846
H -2.458 0.017 -3.682
H -1.338 -2.101 -3.037
H 1.120 -2.209 -2.814
H 2.474 -0.184 -3.253
H 1.387 1.947 -3.885
H -1.102 2.097 -3.909
N 3.498 -0.263 5.432
C 2.367 -0.388 5.150
C 0.971 -0.498 4.823
C 0.014 0.106 5.661
C -1.319 0.085 5.269
C -1.629 -0.523 4.040
N -0.720 -1.122 3.285
C 0.548 -1.151 3.651
H 0.342 0.581 6.597
H -2.126 0.507 5.864
H -2.662 -0.536 3.700
H 1.269 -1.701 3.044

Summary:
2S+1	5
HOMO-LUMO gap (spin up / spin down)	6.74 / 4.48	eV
total charge	+4
energy relative to the best compared isomer or geometry (same formula, charge and spin)	0.00	kcal per mole
total energy	-2308.77365	Ha
lowest unoccupied orbital energy (spin up / spin down)	-12.3 / -14.6	eV
<S²>	6.016

# 7
This record from OMol25 describes 2 unconnected molecules or ions with the total composition C4H10N2O2 in a non-equilibrium geometry. The level of theory is ωB97M-V/def2-TZVPD.

Geometry (Å):
C 0.285 2.078 -2.379
C -0.469 1.619 -1.138
N -0.532 2.517 -0.097
O -0.942 0.512 -1.055
H -0.459 2.391 -3.105
H 0.787 1.191 -2.767
H 1.082 2.775 -2.130
H -1.364 2.506 0.477
H -0.198 3.455 -0.255
C -0.915 -2.135 1.441
C 0.522 -2.416 1.743
N 1.437 -1.795 0.940
O 0.889 -3.266 2.536
H -1.043 -1.379 0.669
H -1.473 -1.950 2.360
H -1.318 -3.105 1.145
H 2.371 -2.047 1.215
H 1.339 -0.950 0.402

Summary:
HOMO-LUMO gap	10.01	eV
energy relative to the best compared isomer or geometry (same formula, charge and spin)	13.30	kcal per mole
total energy	-418.43976	Ha
structure (SMILES)	CC(N)=O.CC(N)=O
lowest unoccupied orbital energy	0.5	eV

# 8
This record from OMol25 describes 2 unconnected molecules or ions with the total composition C2H8O2P2S in a non-equilibrium geometry. The level of theory is ωB97M-V/def2-TZVPD.

Geometry (Å):
O 0.551 -0.085 1.383
P -0.748 0.446 2.337
O -1.182 1.564 1.205
P -2.388 -0.977 1.882
H 0.520 -1.019 1.346
H -1.356 1.184 0.362
H -3.404 -0.047 2.272
H -2.583 -1.662 3.156
C 1.244 1.556 -1.677
C 0.254 0.939 -2.487
S -1.200 0.478 -1.867
H 1.193 1.000 -0.697
H 0.848 2.610 -1.675
H 2.325 1.482 -1.863
H 0.441 0.754 -3.506

Summary:
HOMO-LUMO gap	8.05	eV
energy relative to the best compared isomer or geometry (same formula, charge and spin)	14.92	kcal per mole
total energy	-1312.33768	Ha
structure (SMILES)	OP(O)#[PH2].CC=S
lowest unoccupied orbital energy	-0.4	eV

# 9
This record from OMol25 describes 3 unconnected molecules or ions with the total composition C3H13NO2S2 in a non-equilibrium geometry. The level of theory is ωB97M-V/def2-TZVPD.

Geometry (Å):
C -1.979 -0.824 -1.255
C -0.515 -0.542 -0.908
N 0.330 -0.176 -2.060
C -0.444 0.507 0.172
S 1.194 1.151 0.654
S 1.625 0.267 2.471
H -2.200 -0.599 -2.298
H -2.345 -1.851 -1.165
H -2.651 -0.236 -0.626
H -0.034 -1.463 -0.562
H 0.476 -0.991 -2.634
H -0.100 0.571 -2.571
H -0.920 1.430 -0.144
H -1.011 0.254 1.067
H 2.201 -0.820 1.941
O 1.047 -3.125 1.344
H 0.479 -2.419 1.671
H 1.519 -2.762 0.654
O -3.409 1.615 -3.025
H -3.884 2.214 -3.595
H -2.483 1.817 -3.163

Summary:
HOMO-LUMO gap	9.46	eV
energy relative to the best compared isomer or geometry (same formula, charge and spin)	16.42	kcal per mole
total energy	-1123.68814	Ha
structure (SMILES)	C[C@@H](N)CSS.O.O
lowest unoccupied orbital energy	0.4	eV

- Among the records above, which one has the lowest total energy?
  C33H44As2IrN6OSe2